Density functional theory data (wB97M-V/def2-TZVPD) for a molecular structure, C10H30O5S5 at a distorted geometry.

Calculated values
E_tot = -75250.784 eV
total charge = 0
relative energy (zero: lowest compared OMol25 entry of this formula, charge and spin) = 347.06 kcal per mole
molecular weight = 390.7 g/mol
gap between HOMO and LUMO = 7.76 eV
LUMO energy = 0.1 eV

Element x y z (Å)
C 3.662659 -0.462273 -2.451092
S 4.626904 -1.891932 -1.870088
O 3.738782 -2.836108 -1.012808
C 4.834551 -2.859896 -3.410488
H 2.619504 -0.728022 -2.279895
H 3.900948 -0.009161 -3.413381
H 3.854650 0.230395 -1.631672
H 5.552486 -2.434696 -4.111839
H 3.842673 -3.012143 -3.836030
H 5.377583 -3.790321 -3.244535
C 0.608647 -0.305955 0.362489
S 1.729155 -0.535824 -1.050110
O 1.254655 0.380007 -2.137654
C 0.996608 -2.154920 -1.377085
H -0.350412 -0.729478 0.064224
H 0.528021 0.780459 0.398513
H 0.881970 -0.768562 1.310855
H 0.425892 -2.266996 -2.298935
H 0.425105 -2.632688 -0.581334
H 1.858871 -2.818660 -1.440796
C -4.057420 -0.189627 0.748792
S -4.045167 0.219354 -0.987918
O -4.325759 1.761669 -0.838922
C -2.276339 -0.100930 -1.493493
H -3.523607 0.559667 1.333361
H -3.465042 -1.073065 0.986977
H -5.019140 -0.220259 1.260907
H -2.338738 -1.076370 -1.975920
H -1.670818 -0.437797 -0.652090
H -1.769192 0.657088 -2.090422
C -1.516432 0.262574 3.988938
S -0.039298 -0.558371 3.215506
O -0.360509 -0.487782 1.763458
C 1.039198 0.911374 3.427631
H -1.365902 0.244330 5.068333
H -2.280555 -0.495863 3.818618
H -1.861461 1.266364 3.741039
H 0.564497 1.706787 2.853107
H 1.985875 0.907307 2.887367
H 1.143467 1.111745 4.493965
C -0.812688 1.326205 0.988674
S -2.122860 2.701231 1.041120
O -1.510304 3.913492 1.731085
C -2.222353 3.045322 -0.764512
H -1.082995 0.576704 1.732510
H 0.127527 1.757264 1.332597
H -0.865991 0.984721 -0.045081
H -2.554193 2.279445 -1.465522
H -1.271785 3.385820 -1.175104
H -2.871268 3.908377 -0.913340

Cartesian forces, eV/Å:
1.855 -0.526 -0.248
0.257 -2.179 0.322
1.454 1.680 -1.225
0.390 0.260 -0.143
2.648 -0.504 -3.754
0.220 -0.503 -0.096
0.114 0.346 -0.473
-0.454 0.941 -0.132
0.189 -0.132 -0.118
-0.650 -0.249 0.861
5.822 -0.706 -6.370
-5.202 -0.632 4.888
-0.850 0.947 -0.154
0.743 -1.760 -0.430
1.252 -0.266 -0.936
2.404 -2.037 -0.328
4.421 -0.937 -3.310
0.037 0.692 -0.119
-0.188 0.693 0.316
-0.060 -0.095 -0.366
1.401 -0.619 1.467
-1.030 3.441 0.513
-0.467 -3.512 -0.915
-0.471 -1.540 0.815
0.064 0.566 -0.583
-0.339 -0.580 -0.315
-0.345 -0.250 -0.901
-0.259 0.263 -0.866
-0.397 0.755 0.031
-0.312 -0.216 0.049
0.013 -1.118 1.232
-0.579 1.862 2.882
-5.329 -7.458 9.830
0.175 0.238 -0.545
0.220 0.009 0.115
-0.265 0.221 -0.188
0.495 -0.091 -0.642
-0.439 0.165 1.145
0.327 -0.977 0.463
0.063 0.086 -0.211
-5.521 7.598 -0.702
0.763 0.477 -0.308
-0.186 -0.874 -0.557
1.131 1.192 -0.703
-2.123 3.024 -1.420
-0.804 0.989 -0.631
-0.574 1.126 0.866
0.081 0.328 0.941
0.629 0.057 0.616
-0.326 -0.192 0.332

Density functional theory data (wB97M-V/def2-TZVPD) for a single H2O2S2 molecule at a distorted geometry.

Calculated values
E_tot = -25796.659 eV
total charge = 0
relative energy (zero: lowest compared OMol25 entry of this formula, charge and spin) = 6.94 kcal per mole
molecular weight = 98.1 g/mol
gap between HOMO and LUMO = 9.51 eV
LUMO energy = 0.2 eV

Element x y z (Å)
O -0.536917 -1.337106 -0.133574
O -0.079097 1.953802 0.231266
S 0.749317 -0.600567 -0.923669
S 1.159898 0.882428 0.447914
H -0.358092 -2.337193 -0.173227
H -0.935109 1.438637 0.551291

Cartesian forces, eV/Å:
0.470 -2.378 -0.458
-2.539 -1.631 0.874
0.100 1.256 1.026
-0.109 -1.101 -0.884
-0.380 2.104 0.327
2.458 1.750 -0.885

Density functional theory data (wB97M-V/def2-TZVPD) for 6 unconnected molecules or ions with the total composition H13NO5 at a distorted geometry.

Calculated values
E_tot = -11927.047 eV
total charge = +1
relative energy (zero: lowest compared OMol25 entry of this formula, charge and spin) = 56.70 kcal per mole
molecular weight = 107.1 g/mol
gap between HOMO and LUMO (spin up / spin down) = 10.54 / 2.87 eV
LUMO energy (spin up / spin down) = -3.7 / -11.1 eV
spin multiplicity = 2

Element x y z (Å)
N -0.818342 -1.653382 -3.635881
H -1.051616 -1.921167 -4.553648
H 0.161247 -1.400044 -3.660750
H -0.993231 -2.489762 -3.098764
H 1.988060 -1.580471 -0.537672
H 1.271666 -0.628363 -1.255078
O 1.500300 -1.553862 -1.420359
H -0.998384 0.456696 2.131069
H -1.581654 1.196423 0.844977
O -1.705705 1.149607 1.910803
H -1.305268 -0.994922 -1.380953
H -2.480762 -0.172242 -1.018102
O -1.593174 -0.195533 -0.808665
H 1.501179 3.225375 0.059099
H 0.863964 2.829384 1.353837
O 1.709950 3.023539 1.003864
H 0.674526 0.071592 3.582138
H 1.736514 -0.779267 3.158272
O 0.831398 -0.703696 3.042700

Cartesian forces, eV/Å:
1.099 -1.075 0.342
-1.225 0.444 -1.891
0.391 0.615 0.750
-0.087 -0.044 1.033
-0.465 -1.145 -1.582
-0.436 0.359 -0.858
0.680 0.911 2.337
-1.207 1.062 -0.245
-0.445 -0.093 3.640
1.863 -1.231 -3.578
-0.170 1.712 1.722
-3.553 0.461 -0.455
3.680 -2.140 -1.254
0.503 -0.078 1.114
-1.364 -0.234 0.870
0.814 0.313 -1.975
-0.442 0.285 0.361
3.011 -0.710 0.057
-2.648 0.588 -0.392

Density functional theory data (wB97M-V/def2-TZVPD) for a molecular structure, C7H12BiO3 at a distorted geometry.

Calculated values
E_tot = -19415.911 eV
total charge = +2
relative energy (zero: lowest compared OMol25 entry of this formula, charge and spin) = 0.00 kcal per mole
molecular weight = 353.1 g/mol
gap between HOMO and LUMO (spin up / spin down) = 7.46 / 7.85 eV
LUMO energy (spin up / spin down) = -8.4 / -8.8 eV
spin multiplicity = 2

Element x y z (Å)
C -0.107170 2.044035 1.748455
C -0.565842 1.362446 0.661550
H 0.964495 2.158490 1.924433
H -0.799456 2.576173 2.403979
H 0.132388 0.933271 -0.060534
H -1.630336 1.351955 0.418318
H -0.411480 0.648263 1.898475
O 6.270907 -1.394204 2.058741
C 5.108043 -1.320143 1.576694
O 4.919629 -1.236919 0.332842
O 4.091897 -1.350473 2.428718
C 2.764243 -1.279385 1.901998
C 1.798131 -1.434433 3.065138
C 0.375159 -1.529381 2.627701
C -0.649957 -0.823095 3.150226
Bi 7.081656 -1.283775 0.066389
H 2.621544 -2.081348 1.165200
H 2.629170 -0.313867 1.396544
H 1.930874 -0.626991 3.798363
H 2.025377 -2.386872 3.578141
H 0.169715 -2.196878 1.782846
H -1.678925 -1.077805 2.885457
H -0.517038 -0.257635 4.077235

Cartesian forces, eV/Å:
-0.053 0.167 -0.001
-0.062 0.249 -0.200
-0.294 -0.152 0.076
0.162 -0.235 -0.045
-0.222 -0.099 0.297
0.222 -0.174 0.157
0.134 0.247 -0.253
0.728 0.024 0.146
-2.759 -0.233 2.403
0.000 0.140 -1.026
1.477 0.075 -0.537
-0.758 -0.058 -0.500
0.174 -0.274 0.550
-0.580 0.711 -0.529
0.211 -0.885 0.402
1.056 -0.033 -0.722
0.057 0.187 0.146
0.115 -0.160 0.056
0.014 -0.213 -0.157
0.063 0.315 -0.092
0.016 0.070 0.282
0.258 0.224 -0.108
0.040 0.106 -0.346

Density functional theory data (wB97M-V/def2-TZVPD) for a single C4H7NO2 molecule at a distorted geometry.

Calculated values
E_tot = -9837.442 eV
total charge = 0
relative energy (zero: lowest compared OMol25 entry of this formula, charge and spin) = 226.85 kcal per mole
molecular weight = 101.1 g/mol
gap between HOMO and LUMO (spin up / spin down) = 8.13 / 8.13 eV
LUMO energy (spin up / spin down) = -0.1 / -0.1 eV

Element x y z (Å)
C 1.977152 -2.103370 -1.039032
C -2.009452 0.891853 0.448433
C 1.240242 -0.968667 -1.120574
C -2.209547 2.222808 0.815689
N 0.636858 -0.323815 -0.099577
O -0.501130 0.855906 0.237788
O 0.733682 -0.908694 1.057880
H 1.936415 -2.924590 -0.269909
H 2.852620 -2.377136 -1.753165
H -2.901613 0.628035 -0.117683
H 1.439382 -0.260683 -1.938700
H -3.103686 2.854607 0.919534
H -1.312340 2.638535 1.257266
H 1.221411 -0.224787 1.602055

Cartesian forces, eV/Å:
1.154 -1.624 -0.266
0.848 5.273 -0.723
1.086 0.045 -2.487
1.055 -2.591 1.154
-1.782 2.624 1.818
-0.635 -1.874 -1.730
0.855 -0.394 3.128
-0.370 1.543 -0.425
-2.042 1.089 0.785
0.824 -1.939 -0.441
-0.393 -0.588 0.010
0.092 -1.046 -0.266
0.099 0.651 -0.226
-0.790 -1.168 -0.331